Record 1
39
Properties=species:S:1:pos:R:3:forces:R:3:lowdin_spin:R:1 method="wB97M-V/def2-TZVPD" multiplicity=6 total_charge=0 molar_mass_g_mol=488.543 orbital_gap_ev="6.33 / 6.27" lumo_ev="0.3 / -2.5"
Ir -0.7889 -0.7253 0.6381 0.1 -0.1 0.0 1.5801
O -2.6991 -0.6575 0.3795 0.0 0.0 -0.1 0.2365
C -3.3601 0.4808 0.0666 0.0 0.0 0.1 0.1463
C -4.7305 0.4435 0.2755 0.0 0.0 0.0 -0.0021
C -5.5585 1.5066 -0.0483 0.0 0.0 0.0 0.1809
C -5.0075 2.6680 -0.6060 0.0 0.0 0.0 0.0127
C -3.6607 2.7431 -0.8177 0.0 0.0 0.0 0.1264
C -2.7613 1.6728 -0.4945 0.1 0.0 0.0 0.0790
C -1.4200 1.8960 -0.7527 0.0 0.0 0.0 0.4085
N -0.4127 0.9572 -0.4159 0.0 0.0 0.0 0.5110
N 0.8239 1.3817 -0.4512 0.0 0.0 0.0 0.1971
C 1.6632 0.4850 0.0907 0.0 0.0 0.0 0.1631
O 1.2344 -0.6054 0.6456 0.0 0.0 0.0 0.1689
C 3.1024 0.7422 0.0538 0.0 0.0 0.0 0.0046
C 3.9778 -0.2110 0.5756 0.0 0.0 0.0 0.0299
C 5.3434 0.0134 0.5438 0.0 0.0 0.0 -0.0023
C 5.8426 1.1869 -0.0053 0.0 0.0 0.0 0.0366
C 4.9732 2.1389 -0.5240 0.0 0.0 0.0 -0.0034
C 3.6076 1.9217 -0.4972 0.0 0.0 0.0 0.0325
H -5.1364 -0.4675 0.6954 0.0 0.0 0.0 -0.0041
H -6.6235 1.4319 0.1237 0.0 0.0 0.0 0.0112
H -5.6430 3.5034 -0.8674 0.0 0.0 0.0 -0.0031
H -3.2276 3.6392 -1.2450 0.0 0.0 0.0 0.0037
H -1.0613 2.8257 -1.1709 0.0 0.0 0.0 0.0215
H 3.5739 -1.1184 1.0028 0.0 0.0 0.0 0.0019
H 6.0203 -0.7273 0.9483 0.0 0.0 0.0 -0.0009
H 6.9105 1.3609 -0.0285 0.0 0.0 0.0 0.0021
H 5.3632 3.0538 -0.9500 0.0 0.0 0.0 -0.0011
H 2.9216 2.6550 -0.8968 0.0 0.0 0.0 0.0007
C 1.2693 -3.4041 -0.4664 0.0 0.0 0.0 0.0229
O 0.3553 -3.4694 0.6255 0.0 0.0 0.0 0.1839
C -0.7949 -2.7665 0.4989 0.0 0.0 0.0 0.6684
C -1.9403 -3.4519 1.1882 0.0 0.0 0.0 0.1341
H 2.2607 -3.6152 -0.0708 0.0 0.0 0.0 -0.0004
H 1.2584 -2.4214 -0.9327 0.0 0.0 0.0 0.0031
H 1.0017 -4.1616 -1.2055 0.0 0.0 0.0 0.0042
H -1.9148 -4.5147 0.9372 0.0 0.0 0.0 0.0137
H -2.8875 -3.0186 0.8769 0.0 0.0 0.0 0.0048
H -1.8749 -3.3721 2.2805 0.0 0.0 0.0 0.0273

Record 2
28
Properties=species:S:1:pos:R:3:forces:R:3:lowdin_spin:R:1 method="wB97M-V/def2-TZVPD" multiplicity=4 total_charge=-2 molar_mass_g_mol=257.108 orbital_gap_ev="4.90 / 4.94" lumo_ev="5.5 / 5.5" relative_energy_kcal_mol=0.0
Co 0.6770 -0.3570 0.1991 -0.2 -0.3 0.7 2.7750
O 1.9452 0.2895 -1.3370 0.4 -0.4 0.7 0.0385
C 2.5724 1.4072 -0.8160 -1.0 0.3 -1.2 0.0056
C 2.7462 1.4753 0.7150 0.5 -1.5 1.1 0.0060
O 1.8914 0.6898 1.4761 -0.4 0.8 -1.0 0.0473
H 1.9663 2.3034 -1.1220 0.1 0.2 0.2 0.0001
H 3.5628 1.5643 -1.3036 0.1 0.1 0.2 0.0014
H 2.7178 2.5509 0.9994 0.1 0.1 0.0 0.0008
H 3.7704 1.0848 0.9585 0.3 0.5 -0.3 0.0000
O -0.4907 -2.0773 -0.2774 0.5 -0.1 -0.4 0.0330
C -1.0529 -2.5189 0.9010 0.0 -0.3 -1.2 0.0046
C -1.7515 -1.3607 1.5598 -0.2 0.5 0.4 0.0034
O -0.9329 -0.2960 1.7043 0.0 0.0 0.5 0.0339
H -0.2538 -2.9663 1.5331 -0.3 0.0 0.5 0.0002
H -1.8329 -3.3008 0.7062 0.1 -0.2 0.1 0.0017
H -2.2269 -1.7185 2.5200 0.0 0.0 0.0 0.0017
H -2.6078 -1.1146 0.8555 -0.1 -0.4 0.2 0.0001
C -1.7710 1.3592 -0.9932 0.0 -0.7 0.4 0.0062
O -0.7124 1.1087 -0.4808 0.2 0.9 -0.8 0.0175
N -2.9343 1.2404 -0.2801 -0.1 0.4 -0.3 0.0020
N -1.8598 1.6788 -2.3318 -0.4 0.3 0.0 0.0018
H -3.8001 1.6317 -0.5963 -0.1 -0.1 0.1 0.0001
H -2.8180 0.8353 0.6408 0.2 0.1 0.1 0.0004
H -0.9882 1.7697 -2.8200 0.1 0.0 0.0 0.0001
H -2.7243 1.9318 -2.7705 0.0 0.0 -0.1 0.0003
O 2.2073 -2.1187 0.3512 0.4 -0.5 0.6 0.0169
H 1.6899 -2.9137 0.1788 -0.4 0.2 -0.3 0.0006
H 3.0108 -2.1785 -0.1699 -0.1 0.3 -0.3 0.0011

Record 3
14
Properties=species:S:1:pos:R:3:forces:R:3:lowdin_charge:R:1 method="wB97M-V/def2-TZVPD" total_charge=0 molar_mass_g_mol=135.079 orbital_gap_ev=10.38 lumo_ev=0.7 relative_energy_kcal_mol=30.7 smiles="NC(=O)[N@@+]1(O)O[C@]1(N)[O-]"
N -0.0558 -0.6395 -0.1286 1.1 1.1 -0.6 -0.1820
C 1.2816 -0.2336 0.3483 -0.5 -0.9 0.1 -0.4864
C -1.4365 0.3439 0.0892 -0.8 -1.1 0.5 -0.5468
N 2.2153 -0.3153 -0.6130 0.1 0.1 -0.1 0.2018
N -1.3788 1.3386 1.0210 0.5 -0.1 0.1 0.1832
O -0.9950 -1.0598 0.8024 -0.5 0.9 -0.9 0.0385
O -0.0760 -1.2718 -1.3709 0.0 0.0 0.8 0.0525
O 1.4076 0.1233 1.4870 0.0 0.2 -0.2 0.1116
O -2.0900 0.3539 -0.9314 0.2 -0.3 0.3 0.0660
H -0.8862 -0.8825 -1.7800 0.0 0.1 0.2 0.1136
H 3.1479 -0.0094 -0.3934 -0.1 0.0 0.0 0.1241
H 2.0193 -0.7745 -1.4868 0.0 0.1 0.1 0.1059
H -0.9523 1.1070 1.9044 0.0 -0.1 0.0 0.1018
H -2.2012 1.9195 1.0517 0.1 0.0 -0.2 0.1162